## P
{"formula": "C10H12NO2", "method": "ωB97M-V with the def2-TZVPD basis set", "orbital_gap_ha": 0.34683, "smiles": "C=C[C@H](O)c1ccccc1C(=[NH2+])O", "homo_energy_ev": -13.641, "lumo_energy_ev": -4.20, "multiplicity": 1, "charge": 1, "symbols": ["O", "O", "N", "C", "C", "C", "C", "C", "C", "C", "C", "C", "C", "H", "H", "H", "H", "H", "H", "H", "H", "H", "H", "H", "H"], "xyz": [[1.42719, -0.27832, -1.67496], [-0.85830, 2.88320, 0.45475], [0.72192, 2.02523, -0.85020], [-0.37682, 1.87021, -0.19858], [-2.78227, -1.55887, -0.03972], [-2.51060, 0.77111, 0.09851], [0.94316, -0.90414, -0.46946], [2.97758, -0.36290, 0.99442], [-1.10185, 0.65405, -0.16481], [-1.41664, -1.71784, -0.24671], [-3.34839, -0.31857, 0.18198], [1.66809, -0.27622, 0.84003], [-0.51994, -0.63366, -0.25411], [3.72422, -0.79744, 0.39815], [3.39275, -0.03628, 1.92813], [-1.73841, 2.63098, 0.84124], [-2.89078, 1.72660, 0.35396], [0.91475, -2.01604, -0.58903], [-3.42079, -2.37213, -0.18319], [-4.38320, -0.20513, 0.20892], [1.09271, 0.33778, 1.57752], [2.42876, -0.19150, -1.70412], [1.18440, 1.25080, -1.48884], [0.99336, 2.99479, -0.69394], [-1.12866, -2.76911, -0.07864]]}



## Q
{"formula": "C10H12NO2", "method": "ωB97M-V with the def2-TZVPD basis set", "orbital_gap_ha": 0.27570, "homo_energy_ev": -10.855, "lumo_energy_ev": -3.35, "multiplicity": 1, "charge": 1, "symbols": ["O", "O", "N", "C", "C", "C", "C", "C", "C", "C", "C", "C", "C", "H", "H", "H", "H", "H", "H", "H", "H", "H", "H", "H", "H"], "xyz": [[-2.76316, 1.09240, -1.43015], [-2.83133, -0.27760, 0.08976], [1.99367, -0.39351, 2.21764], [-1.90030, 0.39463, -0.60792], [-0.12681, -1.33224, 1.28028], [2.01860, -0.14918, -1.56389], [0.38642, -0.39270, 0.22997], [0.56566, -0.14278, 1.72424], [-0.53615, 0.45223, -0.56718], [1.39434, 1.10854, -2.06656], [-3.76488, 0.47435, -0.73479], [0.16154, 1.32784, -1.51070], [1.58346, -0.80450, -0.46992], [1.97693, -0.27249, 3.19548], [2.88535, -0.53249, -2.05709], [2.42208, -1.25054, 1.77382], [-0.53156, 2.11281, -1.80266], [-4.39063, -0.23254, -1.48046], [1.96491, 1.91031, -2.57055], [-1.10836, -1.32296, 1.15411], [0.13007, 0.76240, 2.11855], [2.03125, -1.73239, -0.03157], [-4.42055, 1.12753, -0.20768], [0.30683, -2.30598, 1.26089], [2.55262, 0.37885, 2.05637]]}



The least stable of them is Q.



## P
{"formula": "BrClH2O2Si", "method": "ωB97M-V with the def2-TZVPD basis set", "orbital_gap_ha": 0.38950, "smiles": "O=[Si](O)Br.Cl", "homo_energy_ev": -11.115, "lumo_energy_ev": -0.52, "multiplicity": 1, "charge": 0, "symbols": ["Br", "Cl", "Si", "O", "O", "H", "H"], "xyz": [[2.34075, -1.47006, 0.18010], [-0.68414, 2.52586, 1.20744], [0.52031, -0.51635, -0.61177], [-0.48814, -1.16418, 0.39004], [0.26005, 0.36675, -1.79937], [-1.28091, -1.72155, 0.64275], [-0.66790, 1.97954, -0.00920]]}



## Q
{"formula": "BrClH2O2Si", "method": "ωB97M-V with the def2-TZVPD basis set", "orbital_gap_ha": 0.35990, "smiles": "O=[Si](O)Br.Cl", "homo_energy_ev": -10.535, "lumo_energy_ev": -0.74, "multiplicity": 1, "charge": 0, "symbols": ["Br", "Cl", "Si", "O", "O", "H", "H"], "xyz": [[0.07317, -2.90778, 1.27749], [-0.89147, 3.23753, -0.06777], [0.04797, -1.05258, 0.24904], [0.90091, -1.12977, -1.11437], [-0.50435, 0.24129, 0.78309], [1.20251, -0.27367, -1.52831], [-0.82874, 1.88497, 0.40083]]}



## R
{"formula": "BrClH2O2Si", "method": "ωB97M-V with the def2-TZVPD basis set", "orbital_gap_ha": 0.35469, "smiles": "O[Si](O)(Cl)Br", "homo_energy_ev": -9.907, "lumo_energy_ev": -0.26, "multiplicity": 1, "charge": 0, "symbols": ["Br", "Cl", "Si", "O", "O", "H", "H"], "xyz": [[-2.24919, 0.98138, -0.21108], [-0.48714, -2.41207, -0.23966], [0.08721, -0.41636, -0.01651], [0.75109, -0.24462, 1.43726], [0.72454, 0.46963, -1.16982], [1.07882, 0.53815, 1.88811], [0.09467, 1.08389, -1.68830]]}



The least stable of them is P.



## P
{"formula": "CHN4O2", "method": "ωB97M-V with the def2-TZVPD basis set", "orbital_gap_ha": 0.31093, "smiles": "N#CNN=[N+]([O-])[O-]", "homo_energy_ev": -4.040, "lumo_energy_ev": 4.42, "multiplicity": 1, "charge": -1, "symbols": ["O", "O", "N", "N", "N", "N", "C", "H"], "xyz": [[-0.86713, 0.86529, -1.06603], [0.06485, 2.81304, -1.25208], [0.75055, -0.09165, 0.34929], [1.06023, 1.20345, -0.04116], [0.14529, 1.64795, -0.80250], [1.30301, -1.20795, 2.49915], [1.16481, -0.60830, 1.49778], [-0.32968, -0.14597, -0.28805]]}



## Q
{"formula": "CHN4O2", "method": "ωB97M-V with the def2-TZVPD basis set", "orbital_gap_ha": 0.26002, "smiles": "[H]/N=N\\N([O-])N=C=O", "homo_energy_ev": -3.162, "lumo_energy_ev": 3.91, "multiplicity": 1, "charge": -1, "symbols": ["O", "O", "N", "N", "N", "N", "C", "H"], "xyz": [[0.02554, 1.77562, -2.28044], [1.74346, -1.28057, 0.91433], [-0.33999, -0.80478, 1.31677], [0.63319, -0.82554, 0.57372], [-1.54526, -0.46520, 1.18314], [0.75326, 0.19699, -0.73660], [0.37594, 0.94383, -1.54562], [-1.64614, 0.45964, 0.57471]]}



The least stable of them is Q.



## P
{"formula": "C3H10O4", "method": "ωB97M-V with the def2-TZVPD basis set", "orbital_gap_ha": 0.34654, "homo_energy_ev": -10.010, "lumo_energy_ev": -0.58, "multiplicity": 1, "charge": 0, "symbols": ["O", "O", "O", "O", "C", "C", "C", "H", "H", "H", "H", "H", "H", "H", "H", "H", "H"], "xyz": [[-0.20493, -0.64314, 0.69833], [-1.52441, 1.41601, 0.23737], [0.58273, -0.01068, -1.40449], [-0.43905, 2.46496, 1.00518], [0.40256, -1.08568, -0.49853], [-0.46086, -2.12298, -1.18968], [0.59266, 1.82253, 1.58292], [0.43830, 0.64887, 1.40407], [0.63618, 2.00021, 2.66219], [1.28956, 0.55971, -1.08086], [-1.22149, 1.54167, -0.67886], [1.37143, -1.51217, -0.21036], [1.55189, 2.00341, 1.07260], [-1.41107, -1.67140, -1.47605], [-0.64627, -2.95828, -0.51755], [-0.99539, 0.02891, 0.48222], [0.03816, -2.48195, -2.08852]]}



## Q
{"formula": "C3H10O4", "method": "ωB97M-V with the def2-TZVPD basis set", "orbital_gap_ha": 0.10936, "homo_energy_ev": -8.108, "lumo_energy_ev": -5.13, "multiplicity": 1, "charge": 0, "symbols": ["O", "O", "O", "O", "C", "C", "C", "H", "H", "H", "H", "H", "H", "H", "H", "H", "H"], "xyz": [[-0.35880, 0.91421, 2.56324], [0.85973, -1.27614, 3.06520], [0.40020, -1.57650, 0.64783], [0.49265, 1.35521, -0.59192], [-1.23850, 0.40297, -2.02850], [-0.63325, 0.74192, -0.74850], [-0.08266, 0.51638, -3.00716], [0.17653, 1.61538, -3.10560], [-0.05956, 0.04127, 2.92885], [1.55262, -1.78938, 3.48598], [-0.37800, 0.05842, -3.98861], [-2.06828, -0.26441, -1.98795], [1.32142, -1.54840, 0.39826], [0.59940, -1.44274, 1.60290], [-1.32446, 0.59558, 0.14328], [0.95985, 0.10899, -2.66017], [-0.21891, 1.54724, 3.28288]]}



The least stable of them is Q.



## P
{"formula": "C4H4IN", "method": "ωB97M-V with the def2-TZVPD basis set", "orbital_gap_ha": [0.28025, 0.27445], "homo_energy_ev": [-8.332, -8.150], "lumo_energy_ev": [-0.71, -0.68], "multiplicity": 1, "charge": 0, "symbols": ["I", "N", "C", "C", "C", "C", "H", "H", "H", "H"], "xyz": [[2.50111, -0.22299, -0.01381], [-0.91797, 1.35074, -0.32758], [0.10220, 1.22751, 0.38661], [0.48595, -0.26097, 0.53038], [-0.53370, -0.85898, -0.59763], [-1.52680, 0.23742, -0.62124], [0.58157, 1.95862, 0.94834], [0.04723, -1.15187, -1.44497], [0.29922, -0.46955, 1.51787], [-1.03880, -1.80992, -0.37796]]}



## Q
{"formula": "C4H4IN", "method": "ωB97M-V with the def2-TZVPD basis set", "orbital_gap_ha": 0.34677, "smiles": "IC1=CCC=N1", "homo_energy_ev": -8.901, "lumo_energy_ev": 0.54, "multiplicity": 1, "charge": 0, "symbols": ["I", "N", "C", "C", "C", "C", "H", "H", "H", "H"], "xyz": [[3.35036, -0.27121, 0.07345], [0.74892, 1.23811, -0.01257], [-0.53391, 1.17052, -0.02502], [-1.07895, -0.21731, 0.01396], [0.19341, -1.00185, 0.02978], [1.20663, -0.07829, -0.00103], [-0.95305, 2.11912, -0.22792], [-1.51797, -0.61841, 0.92499], [0.44586, -1.99069, -0.12634], [-1.86130, -0.34997, -0.64930]]}



The least stable of them is P.



## P
{"formula": "C4H12O3", "method": "ωB97M-V with the def2-TZVPD basis set", "orbital_gap_ha": [0.10224, 0.33322], "homo_energy_ev": [0.835, -5.427], "lumo_energy_ev": [3.62, 3.64], "multiplicity": 2, "charge": -1, "symbols": ["O", "O", "O", "C", "C", "C", "C", "H", "H", "H", "H", "H", "H", "H", "H", "H", "H", "H", "H"], "xyz": [[-3.41061, -3.91560, -1.29597], [-0.40011, -0.37765, 1.05102], [-3.31832, -0.36963, -0.25426], [1.53301, 1.24371, -0.39708], [0.42913, 0.55975, 1.81984], [1.61869, 1.13771, 1.02385], [2.54318, 2.12072, -1.19646], [2.65863, 1.17684, 1.47497], [-3.03275, -1.30429, -0.03916], [-0.30632, 1.26656, 2.27758], [-2.54632, -3.96315, -0.82901], [-2.82570, 0.15386, 0.37274], [3.40384, 2.18083, -0.50313], [0.68762, 0.71842, -0.93621], [0.18181, -0.98621, 0.47591], [-3.25309, -4.39696, -2.14262], [3.04628, 1.73882, -2.18178], [2.12642, 3.06577, -1.47892], [0.86461, -0.04952, 2.75868]]}



## Q
{"formula": "C4H12O3", "method": "ωB97M-V with the def2-TZVPD basis set", "orbital_gap_ha": [0.12216, 0.27443], "homo_energy_ev": [0.651, -3.526], "lumo_energy_ev": [3.98, 3.94], "multiplicity": 2, "charge": -1, "symbols": ["O", "O", "O", "C", "C", "C", "C", "H", "H", "H", "H", "H", "H", "H", "H", "H", "H", "H", "H"], "xyz": [[0.48716, 1.34806, -1.21917], [1.47252, -0.78558, -2.59020], [1.65679, -2.74981, -0.76367], [-0.45755, 0.39569, 0.76438], [-0.03735, 1.54463, -0.15498], [-0.30822, 0.80486, 2.22277], [-1.86942, 0.20818, 0.29440], [1.33064, 0.03720, -2.01854], [0.37756, -0.31803, 0.57923], [0.73541, -0.81189, -3.21655], [-1.12278, 1.59508, 2.49608], [0.69792, 1.16045, 2.31001], [-1.89590, -0.06569, -0.78639], [2.59523, -3.05148, -0.68726], [-2.46271, 1.04001, 0.64543], [1.70207, -1.99037, -1.34417], [-0.13066, 2.55088, 0.07886], [-2.30326, -0.78980, 0.62716], [-0.46744, -0.12240, 2.76262]]}



The least stable of them is P.